The following is a quantum chemistry calculation of C25H31FN2O2 in the gas phase, from OMol25.

Relative energy (zero: lowest compared OMol25 entry of this formula, charge and spin) = 22.7430 eV
E_tot = -1330.277007 a.u.
2S+1 = 1
Kohn-Sham gap = 0.3028 Eh
SMILES = CCCCCN1C/C=C\[C@@H](c2ccc(OC)cc2)N(Cc2ccc(F)cc2)C(=O)C1

Positions of all 61 atoms, in Å:
F1 3.62760 -2.87873 1.86315
O1 -2.44388 0.92457 2.97626
O2 5.26319 1.87681 0.23397
N1 -0.89399 1.47313 1.64041
N2 -2.79764 0.94972 -0.39576
C1 -2.46194 -1.21431 -1.69587
C2 -0.24352 1.54224 0.27924
C3 1.84180 0.64375 -0.30262
C4 3.32041 2.61895 0.76561
C5 1.04238 -0.10823 2.48248
C6 4.06034 1.55449 0.29652
C7 3.36785 -0.97654 2.73639
C8 1.10755 1.65454 0.11437
C9 -0.76908 2.97421 -0.32464
C10 6.05503 0.47606 -0.42959
C11 2.79170 -2.03875 2.05611
C12 -3.13001 -2.69078 -2.15922
C13 -2.00288 3.28742 -1.11315
C14 -3.19446 1.43327 1.04076
C15 -2.68060 -4.84691 -3.12863
C16 -2.80479 1.82217 -1.47908
C17 -2.09678 1.22027 1.81500
C18 -3.45214 -0.15874 -1.02084
C19 2.24086 0.20510 3.01853
C20 0.59349 -1.03829 1.77369
C21 3.27535 0.70605 -0.52359
C22 1.95255 2.69257 0.94621
C23 1.37867 -2.23597 1.93957
C24 0.10983 1.31778 2.76808
C25 -2.14975 -3.48923 -2.84183
H1 -0.40573 3.95145 0.15338
H2 1.23948 -0.12621 -0.86877
H3 2.83149 0.98600 3.57896
H4 -3.16483 -5.45618 -2.08357
H5 0.54590 2.24424 2.95283
H6 -3.52110 -4.58032 -3.93350
H7 -4.06802 0.76628 1.07679
H8 -3.33456 2.36177 0.86152
H9 1.22392 -3.06877 1.19978
H10 -1.68162 -1.46800 -1.17674
H11 5.79897 -0.41041 0.05605
H12 1.54519 3.53964 0.99299
H13 -0.69293 1.04114 -0.33585
H14 -0.62847 -1.13309 1.63844
H15 3.82149 3.49733 1.13802
H16 -1.11757 -3.56013 -2.18945
H17 -3.78367 2.33383 -1.82893
H18 -1.58727 -2.96287 -3.61634
H19 -3.75967 -0.94961 -0.09940
H20 5.92328 0.55138 -1.29319
H21 -2.37129 4.17772 -1.34529
H22 -2.35634 1.50671 -2.26456
H23 3.73884 -0.09825 -1.05097
H24 -2.16330 -0.68930 -2.46562
H25 -4.29639 -0.21622 -1.62627
H26 -3.94201 -2.57873 -2.55248
H27 -0.68896 1.15294 3.65539
H28 -3.51890 -3.09848 -1.08066
H29 4.36428 -0.73022 2.98540
H30 -1.88724 -5.52875 -3.72113
H31 7.02990 0.84848 -0.08840

Atoms 1-3, force components in eV/Å:
F 5.4 -8.3 -2.9
O -0.9 -0.6 1.2
O 7.0 -4.4 -1.7

***

The following is a quantum chemistry calculation of C27H32N4O4 in the gas phase, from OMol25.

Relative energy (zero: lowest compared OMol25 entry of this formula, charge and spin) = 3.1201 eV
E_tot = -1568.079815 a.u.
2S+1 = 1
Kohn-Sham gap = 0.3125 Eh
SMILES = CCc1cc2c(=O)c(-c3nc4ccccc4n3C)c(C)oc2c(CN2CCN(CCO)CC2)c1O

Positions of all 67 atoms, in Å:
O1 6.98767 -4.36743 1.31140
O2 -3.33996 1.80306 1.24671
O3 -0.74576 -0.52362 -0.86762
O4 2.79713 2.55223 -0.12393
N1 3.28780 0.02713 -0.76935
N2 -5.43628 0.19787 -0.17190
N3 -4.64219 -1.82778 0.34248
N4 5.78701 -1.04273 0.21934
C1 4.74674 -0.54763 1.10281
C2 -6.86455 -2.92417 0.69748
C3 1.18911 5.41263 0.14842
C4 4.25903 -0.54520 -1.68705
C5 -2.32689 -2.18996 -1.38628
C6 -2.03562 -0.87548 -0.74061
C7 -6.52699 -0.59471 0.07393
C8 -0.31014 0.65075 -0.33470
C9 0.64959 3.04904 0.72390
C10 1.03628 0.98290 -0.51377
C11 -5.47693 1.56091 -0.61914
C12 1.93600 0.07001 -1.31487
C13 5.91339 -2.48796 0.17991
C14 -6.00635 -1.87118 0.39701
C15 3.33844 -0.67185 0.50837
C16 6.69760 -2.99447 1.39984
C17 -2.96332 -0.11444 -0.10336
C18 1.18186 4.35033 1.24886
C19 -8.72453 -1.41157 0.34503
C20 -4.33724 -0.59514 0.02005
C21 1.51069 2.18457 0.01586
C22 -8.21913 -2.67417 0.66524
C23 -1.17165 1.49563 0.36575
C24 5.65822 -0.40161 -1.07346
C25 -0.66617 2.69022 0.88563
C26 -7.89211 -0.35290 0.04509
C27 -2.57809 1.13196 0.56597
H1 -8.91329 -3.46948 0.89451
H2 -3.17739 -2.10599 -2.05817
H3 0.18265 5.56877 -0.23354
H4 5.86632 0.66316 -0.92760
H5 3.06833 -1.73414 0.38456
H6 2.61326 -0.21708 1.18666
H7 -6.42650 1.74145 -1.12223
H8 0.56103 4.68826 2.07953
H9 2.20211 4.20247 1.60571
H10 6.10971 -2.88458 2.31259
H11 4.21687 0.00136 -2.63260
H12 -5.36927 2.24849 0.22235
H13 -4.66088 1.74426 -1.31961
H14 2.00404 0.45296 -2.34066
H15 4.95018 -3.01824 0.13452
H16 4.04458 -1.60787 -1.89244
H17 -8.29284 0.62170 -0.19200
H18 1.48611 -0.93332 -1.36353
H19 -2.59196 -2.91722 -0.62235
H20 6.40707 -0.80814 -1.75532
H21 1.82774 5.09520 -0.67164
H22 4.95687 0.50968 1.29026
H23 -1.45203 -2.52831 -1.93523
H24 7.61396 -2.39814 1.50329
H25 3.29507 1.77239 -0.46822
H26 1.56515 6.35584 0.53689
H27 4.79467 -1.08153 2.05108
H28 -9.79423 -1.26180 0.33610
H29 7.54167 -4.52173 0.53800
H30 -6.47076 -3.89636 0.94743
H31 -1.35055 3.32517 1.42774
H32 6.47972 -2.75246 -0.71907

Atoms 1-3, force components in eV/Å:
O 0.0 -0.5 -0.1
O 0.0 -0.1 0.0
O 0.1 -0.1 0.0

***

The following is a quantum chemistry calculation of 2 unconnected molecules or ions with the total composition C4H10NSi, from OMol25.

Relative energy (zero: lowest compared OMol25 entry of this formula, charge and spin) = 2.2402 eV
E_tot = -502.320588 a.u.
2S+1 = 1
Charge = +1
Kohn-Sham gap = 0.2915 Eh

Positions of all 16 atoms, in Å:
Si1 -2.17239 0.19113 -0.48090
N1 2.99038 -0.01129 -0.24285
C1 -1.56099 -1.49799 0.04070
C2 -3.72106 1.03717 0.20718
C3 4.12259 0.07311 -0.05254
C4 5.50743 0.33231 -0.01011
H1 -1.19525 1.13125 -1.34647
H2 -4.01373 0.47589 1.03453
H3 5.92844 0.72984 -0.94751
H4 -0.75940 -1.87739 -0.56008
H5 -3.40653 1.98994 0.41984
H6 -4.42162 1.13215 -0.59714
H7 6.02883 -0.61889 0.26764
H8 -2.18074 -2.30852 -0.09279
H9 -1.38806 -1.40696 1.06416
H10 5.80469 0.99485 0.74598

Atoms 1-3, force components in eV/Å:
Si 0.9 0.8 -0.5
N 0.3 -0.3 0.4
C 0.1 1.9 -2.1

***

The following is a quantum chemistry calculation of CH4N2OS in the gas phase, from OMol25.

Relative energy (zero: lowest compared OMol25 entry of this formula, charge and spin) = 1.5063 eV
E_tot = -623.403842 a.u.
2S+1 = 1
Kohn-Sham gap = 0.3157 Eh

Positions of all 9 atoms, in Å:
S1 -2.31935 -0.32764 -0.73432
O1 -2.66248 -1.74523 -0.79820
N1 -0.18795 1.23526 -0.03631
N2 0.13524 -1.09508 -0.05422
C1 -0.72250 -0.12633 -0.28701
H1 0.12964 1.70567 -0.95290
H2 1.14350 -1.07512 -0.11306
H3 -0.23124 -2.04241 -0.18167
H4 -0.98909 1.81331 0.25148

Atoms 1-3, force components in eV/Å:
S 1.1 2.0 0.5
O -0.3 -2.0 -0.1
N -0.9 0.0 -2.1